Record 1
C30H39IInO2 as an isolated structure. Source: the OMol25 dataset; level of theory: ωB97M-V with the def2-TZVPD basis set.

Molecular weight (g mol⁻¹): 673.4
Gap between HOMO and LUMO (eV): 7.46
Electronic energy (Ha): -1804.867114

```
! RIJCOSX wB97M-V def2-TZVPD def2/J DEFGRID3
* xyz -1 1
I -1.821 -0.569 1.736
In -1.365 1.008 -0.612
O -2.801 2.782 -2.938
O 2.013 2.328 -1.147
C 1.134 -3.197 3.937
C -1.205 10.471 -2.281
C -3.074 0.580 -1.948
C 1.684 -5.443 2.403
C 6.871 -5.438 3.616
C 8.102 -5.925 3.197
C 1.872 -4.243 4.478
C -3.751 1.885 -2.312
C 0.949 -4.394 1.866
C 2.145 -5.368 3.711
C 5.852 -6.283 1.611
C 2.069 3.636 -1.663
C -7.419 -3.171 0.042
C 1.518 1.345 -2.048
C 8.206 -6.595 1.985
C -1.366 8.106 -1.875
C -0.581 10.639 -1.052
C -0.745 8.274 -0.645
C -5.115 -3.372 -1.491
C -6.285 -2.452 0.394
C -7.403 -3.990 -1.079
C 0.604 0.340 -1.377
C -5.132 -2.550 -0.372
C -1.598 9.204 -2.691
C 5.745 -5.619 2.825
C 0.816 4.451 -1.360
C -0.354 9.541 -0.234
C 0.669 -3.270 2.631
C 7.081 -6.773 1.192
C -6.249 -4.091 -1.845
H 7.163 -7.292 0.246
H 0.086 -2.451 2.216
H 0.129 9.672 0.726
H 4.974 -6.416 0.992
H 0.917 -2.320 4.533
H 4.786 -5.238 3.150
H -2.750 3.563 -2.390
H 6.789 -4.916 4.561
H 1.031 1.815 -2.910
H -2.085 9.072 -3.648
H 0.408 -0.464 -2.092
H 2.243 3.615 -2.744
H 1.899 -6.319 1.803
H 2.235 -4.182 5.497
H -0.272 11.626 -0.733
H 8.980 -5.782 3.813
H -6.295 -1.812 1.267
H -1.384 11.327 -2.919
H -1.506 2.680 -0.061
H 2.930 4.132 -1.207
H 1.031 5.520 -1.345
H -2.753 0.088 -2.870
H -1.668 7.117 -2.195
H -4.570 1.741 -3.024
H 1.135 -0.105 -0.532
H 0.424 4.144 -0.392
H -3.807 -0.069 -1.463
H -6.234 -4.730 -2.719
H -4.251 -1.987 -0.097
H -8.288 -4.548 -1.356
H 9.165 -6.976 1.658
H -0.567 7.417 -0.009
H 2.392 0.809 -2.453
H 0.022 4.237 -2.078
H -8.317 -3.094 0.642
H -4.146 2.363 -1.412
H -4.216 -3.448 -2.087
H 0.588 -4.451 0.846
H 2.716 -6.187 4.133
*
```

***

Record 2
A 8-piece molecular cluster, C12H40N2O8 overall in a non-equilibrium geometry. Source: the OMol25 dataset; level of theory: ωB97M-V with the def2-TZVPD basis set.

Molecular weight (g mol⁻¹): 340.5
Energy above the lowest of the compared OMol25 structures with the same formula, charge and spin (kcal per mole): 0.0
Gap between HOMO and LUMO (eV): 10.21
SMILES: NC(N)=O.CCO.CCO.CCO.CCO.CO.CO.CO
Electronic energy (Ha): -1192.541599

```
! RIJCOSX wB97M-V def2-TZVPD def2/J DEFGRID3
* xyz 0 1
O 0.820 4.507 1.421
O 0.994 1.358 4.133
O -2.095 1.883 -1.750
O -2.655 -1.563 -1.081
O -1.606 0.499 0.595
O 4.628 -1.549 1.497
O 3.168 -2.823 -2.345
O -2.225 -2.467 2.047
N -2.331 -2.765 -3.016
N -3.052 -0.601 -3.105
C 3.530 -0.769 1.056
C -0.312 -3.206 0.820
C -0.277 0.483 1.086
C 2.524 -1.646 -2.789
C -0.870 1.925 -3.864
C -1.336 -3.595 1.887
C 1.472 0.602 5.247
C -1.568 4.056 1.530
C -0.271 4.239 2.295
C -2.716 -1.661 -2.309
C 1.111 -1.450 -2.291
C -0.945 2.376 -2.426
H 2.507 0.920 5.413
H -1.902 1.212 -1.071
H -0.885 -3.703 2.871
H 1.654 4.413 1.881
H 3.062 -0.769 -2.438
H -2.648 -2.326 1.191
H 3.426 0.255 1.422
H 0.684 -0.580 -2.799
H 5.291 -0.907 1.774
H 0.963 0.934 6.158
H -0.171 -0.139 1.975
H 1.103 -1.239 -1.219
H 0.125 -4.114 0.386
H 0.066 3.393 2.907
H 2.455 -1.674 -3.881
H -3.017 0.281 -2.608
H -0.707 -2.798 -0.113
H -1.110 3.458 -2.480
H -1.557 3.324 0.720
H 2.638 -3.620 -2.402
H 1.447 -0.478 5.124
H -0.355 0.960 -3.910
H -1.776 1.925 -4.466
H 2.659 -1.385 1.294
H -0.015 2.197 -1.885
H -2.300 3.720 2.262
H -1.865 -0.347 0.196
H -1.933 -4.486 1.683
H -0.355 5.097 2.979
H 0.371 -2.240 -2.444
H 1.686 1.993 3.957
H -2.227 -3.618 -2.489
H 0.412 -2.551 1.296
H -3.107 -0.709 -4.095
H -1.793 4.989 1.013
H -2.517 -2.864 -3.993
H 3.486 -0.632 -0.034
H -0.187 2.604 -4.387
H -0.126 1.561 1.134
H 0.529 0.108 0.439
*
```

***

Record order is preserved below.
Lowest unoccupied orbital energy: 2.452 0.377 eV